{"formula": "I2Mn", "method": "ωB97M-V with the def2-TZVPD basis set", "species": ["I", "I", "Mn"], "xyz": [[1.8040, 1.1855, 2.0292], [-1.5123, 0.0942, -2.6888], [-0.2917, -1.2797, 0.6595]], "lowdin_spin": [-0.2220, -0.0099, 5.2319], "homo_ev": [-8.6, -8.8], "orbital_gap_ev": [4.39, 4.88], "s_squared": 8.891, "e_tot_ha": -1746.2879, "spin_multiplicity": 6}

{"formula": "C5H8N2", "method": "ωB97M-V with the def2-TZVPD basis set", "species": ["N", "N", "C", "C", "C", "C", "C", "H", "H", "H", "H", "H", "H", "H", "H"], "xyz": [[0.3353, 3.0102, 0.0017], [-1.4431, 0.1746, 0.0119], [-0.2874, -0.3307, 0.0624], [0.6903, 1.9173, -0.1407], [0.9722, 0.5331, 0.3087], [2.2881, -0.2260, 0.0084], [-2.5953, -0.6594, -0.2808], [3.1402, 0.4559, -0.1009], [1.0974, 0.8520, 1.3496], [-3.2786, -0.6151, 0.5746], [-0.1149, -1.3992, -0.1617], [-3.1408, -0.2407, -1.1364], [2.4857, -0.8868, 0.8702], [-2.3600, -1.7156, -0.4920], [2.2110, -0.8695, -0.8750]], "nbo_charge": [-0.3076, -0.3695, 0.1215, 0.2829, -0.3772, -0.5945, -0.4367, 0.2325, 0.2660, 0.2135, 0.1500, 0.2145, 0.2203, 0.1702, 0.2142], "homo_ev": -10.1, "smiles": "C/N=C/[C@@H](C)C#N", "orbital_gap_ev": 10.86, "e_tot_ha": -304.7753}

{"formula": "C4H10S2", "method": "ωB97M-V with the def2-TZVPD basis set", "species": ["S", "S", "C", "C", "C", "C", "H", "H", "H", "H", "H", "H", "H", "H", "H", "H"], "xyz": [[3.0389, -0.2329, -0.0131], [-0.9629, -2.0005, 0.1364], [1.4624, -1.0753, 0.2132], [-1.6010, 1.3551, -0.1723], [-0.3831, 0.8090, 0.5406], [0.0459, -0.4713, -0.2262], [-2.1054, 1.9645, 0.5354], [1.7445, -2.0150, -0.2494], [2.5920, 0.9549, -0.4546], [-2.3773, 0.5220, -0.5091], [-1.3155, 2.0251, -1.0448], [1.4415, -1.4568, 1.2681], [-1.2447, -2.2329, -1.0977], [-0.7206, 0.6405, 1.6006], [0.0381, -0.4250, -1.2874], [0.3473, 1.6384, 0.7603]], "nbo_charge": [-0.0458, -0.0303, -0.5528, -0.6085, -0.4436, -0.2907, 0.2103, 0.2271, 0.1175, 0.2161, 0.2043, 0.2160, 0.1140, 0.2168, 0.2207, 0.2288], "homo_ev": -8.8, "smiles": "CC[C@H](S)CS", "orbital_gap_ev": 9.63, "e_tot_ha": -954.7272}